(1)
Here is a structure of composition C35H52AsCoOP3 in a non-equilibrium geometry from the Open Molecules 2025 dataset. Energies are from the ωB97M-V functional and the def2-TZVPD basis.

Geometry as XYZ:
```
93
Properties=species:S:1:pos:R:3:forces:R:3
Co 1.499529 0.347765 -1.748229 0.675 -2.002 2.954
P 2.634175 0.952508 0.034013 2.390 1.526 2.556
P 0.002193 1.764737 -1.795843 -3.573 3.375 -0.418
P 3.132097 -0.471082 -2.778416 3.738 -2.156 -3.106
H -0.762128 -1.192622 -0.142333 0.475 0.039 0.004
C 0.163890 -1.722999 -0.409220 -0.057 -0.853 0.214
C 1.103817 -2.011199 0.522592 -0.366 1.063 -1.232
H 1.062285 -1.521602 1.494686 0.133 -0.400 -0.142
C 1.954089 1.325565 1.696330 -0.605 -0.029 0.051
C 3.418266 2.584488 -0.321297 -0.165 -0.107 -0.211
C 4.122387 0.025035 0.586089 -0.105 -0.339 -0.079
C -1.698325 1.136012 -1.959765 -0.367 -0.434 0.077
C -0.233028 2.988771 -0.461435 0.450 0.009 0.272
C 0.409639 2.790517 -3.233501 0.009 -0.250 -0.147
C 3.867360 -2.008924 -2.076198 -0.227 0.252 0.758
C 4.601279 0.637580 -2.973066 -0.236 0.150 0.366
C 2.907628 -1.063849 -4.471965 -0.327 0.334 -0.135
H 0.122698 -2.217635 -1.397927 0.228 0.272 0.684
H 1.977258 -2.614113 0.271444 -0.283 -0.028 0.239
H 1.549935 0.445755 2.211919 0.280 0.143 -0.195
H 1.140930 2.050608 1.597746 0.182 -0.044 0.156
H 2.754779 1.757055 2.314993 -0.216 -0.115 -0.286
H 2.658499 3.311305 -0.619632 0.261 0.031 -0.004
H 4.143886 2.473327 -1.133008 -0.143 0.154 0.193
H 3.934448 2.956428 0.574646 -0.141 -0.157 -0.242
H 3.817879 -1.008010 0.773641 0.285 0.031 0.026
H 4.517012 0.440744 1.523081 -0.259 0.051 -0.268
H 4.927746 0.058890 -0.154437 -0.241 -0.115 0.225
H -2.303823 1.598683 -2.757822 0.398 -0.019 0.383
H -2.181280 1.311889 -0.985311 0.054 -0.064 -0.446
H -1.657236 0.050851 -2.124560 -0.247 0.313 -0.031
H -0.827185 3.842768 -0.809514 0.024 -0.308 -0.087
H 0.737239 3.367225 -0.137752 -0.188 0.130 0.051
H -0.730552 2.526500 0.396286 0.031 0.070 -0.117
H -0.394269 3.507390 -3.444388 0.234 -0.175 -0.048
H 0.520350 2.054090 -4.039933 -0.006 0.535 -0.261
H 1.360102 3.323254 -3.073757 -0.294 -0.176 -0.109
H 4.512015 -2.499914 -2.821214 -0.282 0.334 0.187
H 3.066727 -2.697723 -1.773280 0.275 0.094 -0.137
H 4.461287 -1.731901 -1.199105 -0.096 -0.403 -0.221
H 5.299415 0.304090 -3.761167 -0.440 -0.134 0.393
H 5.113847 0.641613 -1.998158 0.045 0.230 -0.590
H 4.278140 1.658045 -3.229407 0.153 -0.286 0.099
H 3.843845 -1.557386 -4.775169 -0.391 0.275 -0.068
H 2.726248 -0.153440 -5.053758 -0.036 -0.409 -0.409
H 2.052427 -1.750674 -4.537036 0.439 0.342 -0.102
C -0.631781 -1.460707 -4.512507 -0.579 -0.287 -0.977
C -1.721702 -0.676663 -4.951855 0.520 -0.495 -0.024
C -2.400468 -1.073586 -6.114234 0.125 -0.166 -0.156
C -2.038242 -2.249070 -6.792313 0.277 -0.060 0.131
C -0.962752 -3.031050 -6.351296 -0.039 0.194 0.191
C -0.263473 -2.624551 -5.217873 -0.119 0.408 0.057
O 0.053501 -1.346840 -3.313994 0.577 1.808 1.827
H 0.370539 -0.392053 -2.843687 -1.889 -2.435 -2.791
H -2.054861 0.197504 -4.398171 0.159 -0.152 -0.224
H -3.222270 -0.461730 -6.518876 0.450 -0.366 0.402
H -2.579135 -2.586263 -7.671750 -0.023 0.280 0.120
H -0.652806 -3.953485 -6.873791 -0.344 0.667 0.316
H 0.550490 -3.225041 -4.822607 -0.089 0.023 -0.089
C -3.504078 3.602835 5.339296 0.168 -0.102 -0.150
C -2.429089 3.987451 4.529226 0.088 -0.149 -0.040
C -1.787628 3.042951 3.725208 -0.300 -0.117 0.241
C -2.226838 1.709568 3.753768 0.388 1.196 -0.568
C -3.311337 1.323967 4.542719 -0.303 -0.052 -0.021
C -3.943424 2.276400 5.348698 0.280 -0.143 -0.175
As -1.273937 0.411217 2.642842 -2.037 -1.464 2.492
C -0.482604 -0.664925 4.098909 0.755 0.173 -0.718
C -0.012474 -1.960885 3.818777 0.292 -0.123 0.303
C 0.656395 -2.691171 4.809551 -0.293 0.159 -0.481
C 0.889992 -2.115066 6.061934 -0.101 -0.076 -0.129
C 0.458309 -0.812341 6.327635 -0.187 0.155 -0.211
C -0.206672 -0.076421 5.340648 0.250 0.147 0.246
C -2.823001 -0.687974 2.195990 0.801 0.532 -0.561
C -3.046478 -1.965078 2.712933 -0.157 -0.844 -0.311
C -4.039943 -2.778101 2.157133 0.436 0.183 0.637
C -4.818601 -2.309066 1.098179 0.053 0.028 -0.200
C -4.603667 -1.026097 0.576316 0.132 0.425 0.154
C -3.624092 -0.205924 1.141362 -0.474 -0.426 -0.620
H -4.000512 4.341884 5.964949 0.096 -0.152 -0.152
H -2.086587 5.021120 4.523585 -0.111 -0.237 0.029
H -0.949645 3.323510 3.085605 -0.203 0.073 0.204
H -3.658559 0.291917 4.526135 0.027 0.260 0.105
H -4.780281 1.972437 5.978367 0.246 0.100 -0.174
H -0.165343 -2.389794 2.825920 -0.028 -0.034 0.437
H 1.000981 -3.700768 4.577501 -0.103 0.299 0.191
H 1.416174 -2.689641 6.824980 -0.130 0.216 -0.186
H 0.652825 -0.362508 7.303341 -0.103 -0.128 -0.328
H -0.500936 0.958017 5.534576 0.047 -0.390 0.029
H -2.425521 -2.334158 3.524437 -0.246 -0.002 -0.126
H -4.184218 -3.784126 2.560327 -0.089 0.400 -0.141
H -5.584359 -2.955714 0.668256 0.207 0.209 0.079
H -5.193838 -0.676574 -0.276702 0.159 -0.086 0.433
H -3.465546 0.796189 0.740721 -0.054 -0.195 0.129
```
Positions in Å, forces in eV/Å.

Summary:
multiplicity	5
total charge	+3
frontier orbital gap (spin up / spin down)	7.3 / 3.7	eV
calculated total energy	-6081.60052	hartree
F_max	5.317	eV Å⁻¹
HOMO level (spin up / spin down)	-15.41 / -15.34	eV
LUMO level (spin up / spin down)	-8.1 / -11.6	eV
energy above the lowest of the compared OMol25 structures with the same formula, charge and spin	160.57	kJ/mol

These are the Mulliken partial charges, in e, on atoms 1 to 5: -0.416, 0.408, 1.375, 0.755, 0.039


(2)
Here is a cluster of 2 separate species, C5H13NO in total in a non-equilibrium geometry from the Open Molecules 2025 dataset. Energies are from the ωB97M-V functional and the def2-TZVPD basis.

Geometry as XYZ:
```
20
Properties=species:S:1:pos:R:3:forces:R:3
C -1.456433 1.254176 -2.144379 1.988 -1.694 1.080
C -0.097964 1.458408 -2.352793 -4.356 -4.051 2.318
C 0.910891 0.454467 -1.791431 0.125 0.056 -0.845
C 0.380568 -0.636661 -0.801907 -1.052 6.755 2.668
N 1.379801 -0.638093 0.299196 0.340 -3.869 -1.498
C 1.789839 -2.085407 0.596233 1.160 1.475 -0.003
H -1.728040 0.191529 -1.607416 0.007 3.127 -1.726
H -2.193860 2.078306 -2.267295 0.479 -1.037 -0.145
H 0.117835 2.384995 -2.690215 1.490 2.712 -1.241
H 1.379563 -0.175597 -2.545055 0.549 0.688 -0.621
H 1.671795 1.073354 -1.267523 -0.267 -0.748 -0.358
H -0.467008 0.089210 -0.350542 0.814 -2.723 -0.751
H 0.069893 -1.540074 -1.291326 -0.043 -0.484 0.421
H 1.197513 -0.094878 1.149589 -0.500 -0.772 -0.722
H 2.901123 -2.006830 0.676359 -0.902 -0.685 0.971
H 1.642192 -2.945611 -0.085639 -0.281 1.378 -1.031
H 1.176293 -2.462579 1.386593 0.449 -0.128 1.486
O -2.750415 1.237745 5.349906 0.058 -0.225 2.078
H -2.343521 1.546697 4.571572 0.360 0.386 -1.565
H -3.580056 0.816841 5.166068 -0.419 -0.160 -0.516
```
Positions in Å, forces in eV/Å.

Summary:
frontier orbital gap	9.0	eV
SMILES string	C=CCCNC.O
calculated total energy	-328.16206	hartree
F_max	7.339	eV Å⁻¹
HOMO level	-8.39	eV
LUMO level	0.7	eV
energy above the lowest of the compared OMol25 structures with the same formula, charge and spin	411.64	kJ/mol

These are the Mulliken partial charges, in e, on atoms 1 to 5: -0.738, -0.252, -0.453, -0.495, -0.388